(1)
The following is a quantum chemistry calculation of C31H34Cl2CrN4O16P3 as an isolated structure in a non-equilibrium geometry, from the Open Molecules 2025 dataset.

Its total energy is -152760.8934 eV. The calculation puts the gap between HOMO and LUMO (spin up / spin down) at 7.843 / 7.930 eV. The value obtained for the maximum force is 0.07269 Eh/bohr. The relative energy (zero: lowest compared OMol25 entry of this formula, charge and spin) is 260.42 kJ/mol.

ORCA input file:
```
! wB97M-V def2-TZVPD RIJCOSX def2/J DEFGRID3
* xyz 0 4
Cr -0.529 -0.087 1.267
O -2.458 4.771 -1.719
C -1.387 5.219 -1.139
O -0.734 6.162 -1.510
C -1.028 4.536 0.172
C -0.279 5.218 1.053
N -0.280 4.548 2.258
N -1.028 3.404 2.143
C -1.474 3.395 0.915
C -2.329 2.225 0.436
O -3.109 2.386 -0.477
O -2.129 1.078 0.957
H -2.714 3.871 -1.288
H 0.161 6.190 0.883
H 0.210 4.787 3.106
C 2.034 0.933 5.526
C 1.358 0.339 4.272
O 1.400 -1.113 4.270
P -0.421 0.578 4.351
O -0.755 2.121 4.326
O -0.890 0.067 5.736
O -1.046 -0.139 3.149
P 2.111 1.209 2.760
O 2.301 2.762 3.148
O 3.337 0.538 2.317
O 0.896 1.247 1.821
H 1.513 0.704 6.402
H 2.001 2.024 5.420
H 3.088 0.543 5.547
H 1.331 -1.468 3.359
H -0.950 2.486 3.430
H -1.040 -0.864 5.738
H 3.170 2.946 3.407
C -4.518 -0.955 0.826
O -3.552 -2.061 0.247
P -2.033 -2.073 0.888
O -1.433 -3.192 -0.012
C -1.090 -2.858 -1.368
O -2.265 -3.059 2.138
C -1.383 -3.497 3.192
H -4.640 -1.028 1.901
H -5.484 -1.258 0.357
H -4.168 0.051 0.597
H -1.563 -1.907 -1.745
H -1.399 -3.788 -1.871
H -0.005 -2.674 -1.375
H -1.990 -3.936 4.018
H -0.764 -2.691 3.570
H -0.677 -4.249 2.768
N 0.827 -1.583 1.430
C 1.790 -1.773 0.702
C 2.844 -2.815 0.730
C 4.109 -2.626 1.324
C 4.867 -3.751 1.590
C 4.419 -5.001 1.364
C 3.244 -5.141 0.670
C 2.397 -4.089 0.367
H 4.435 -1.672 1.541
H 5.765 -3.507 2.099
H 5.066 -5.891 1.605
H 2.945 -6.171 0.408
H 1.413 -4.250 -0.154
Cl 1.063 -2.180 -5.607
C -0.614 -1.622 -5.541
C -1.571 -2.056 -6.446
C -2.887 -1.663 -6.315
C -3.254 -0.880 -5.249
C -2.300 -0.438 -4.360
Cl -2.818 0.187 -2.799
C -0.922 -0.745 -4.503
N -0.002 -0.201 -3.572
C 0.220 1.146 -3.491
C -0.638 2.021 -4.138
C -0.523 3.382 -4.084
C 0.437 3.911 -3.217
C 1.313 3.077 -2.550
C 1.204 1.661 -2.614
C 2.246 0.773 -1.962
C 1.455 -0.063 -0.953
O 2.116 -1.080 -0.601
O 0.361 0.283 -0.527
H -1.236 -2.650 -7.303
H -3.616 -1.906 -7.079
H -4.253 -0.745 -4.957
H 0.778 -0.787 -3.280
H -1.524 1.567 -4.746
H -1.205 4.069 -4.584
H 0.632 4.935 -3.091
H 2.226 3.395 -1.938
H 3.099 1.326 -1.585
H 2.721 0.109 -2.750
*
```

---

(2)
The following is a quantum chemistry calculation of C32H33AsN3O7PSTi as an isolated structure in a non-equilibrium geometry, from the Open Molecules 2025 dataset.

Its total energy is -156601.4779 eV. The calculation puts the gap between HOMO and LUMO (spin up / spin down) at 4.347 / 6.939 eV. The value obtained for the maximum force is 0.08910 Eh/bohr. The relative energy (zero: lowest compared OMol25 entry of this formula, charge and spin) is 196.95 kJ/mol.

ORCA input file:
```
! wB97M-V def2-TZVPD RIJCOSX def2/J DEFGRID3
* xyz -1 2
Ti -0.961 -0.312 -1.101
C 0.961 -4.898 1.145
C 1.208 -4.363 -0.115
C 1.604 -3.051 -0.252
C 1.761 -2.245 0.882
C 1.538 -2.795 2.149
C 1.151 -4.115 2.275
P 1.971 -0.432 0.759
C 3.403 -0.086 1.807
C 4.414 -1.039 1.999
C 5.497 -0.748 2.799
C 5.612 0.499 3.407
C 4.615 1.451 3.212
C 3.527 1.169 2.418
C 2.268 -0.112 -1.006
C 3.555 0.083 -1.500
C 3.736 0.290 -2.855
C 2.633 0.244 -3.692
C 1.357 0.050 -3.178
C 1.116 -0.084 -1.808
H 0.606 -5.913 1.244
H 1.061 -4.974 -0.994
H 1.771 -2.633 -1.237
H 1.668 -2.172 3.026
H 0.966 -4.536 3.254
H 4.317 -2.007 1.527
H 6.264 -1.493 2.962
H 6.465 0.725 4.029
H 4.697 2.413 3.697
H 2.736 1.890 2.278
H 4.400 0.075 -0.822
H 4.723 0.465 -3.264
H 2.760 0.366 -4.759
H 0.542 -0.011 -3.891
C -0.699 3.529 -1.990
C -1.316 2.474 -2.830
N -1.318 1.197 -2.542
C -1.925 0.526 -3.581
C -2.302 1.466 -4.556
N -1.897 2.690 -4.032
C -2.918 1.375 -5.855
O -3.238 0.153 -6.295
O -3.126 2.384 -6.527
C -1.949 -0.925 -3.541
O -2.433 -1.590 -4.483
O -1.383 -1.450 -2.502
H -0.159 3.046 -1.175
H -1.464 4.175 -1.559
H -0.016 4.137 -2.580
H -2.084 3.561 -4.501
H -2.966 -0.568 -5.643
C -1.322 4.836 2.235
As -1.919 3.135 1.335
C -2.208 2.113 2.978
C -3.816 3.680 1.142
S 0.528 0.838 1.307
H -2.016 5.162 3.006
H -1.209 5.635 1.504
H -0.351 4.653 2.689
H -2.765 2.696 3.712
H -1.255 1.813 3.408
H -2.768 1.215 2.728
H -4.174 4.130 2.069
H -4.407 2.793 0.924
H -3.960 4.392 0.330
O -0.660 -1.632 0.062
N -1.526 -2.237 0.872
C -1.613 -1.840 2.181
C -2.311 -2.583 3.081
C -2.964 -3.763 2.684
C -2.875 -4.131 1.332
C -2.161 -3.379 0.451
H -1.101 -0.917 2.410
H -2.361 -2.251 4.106
H -3.527 -4.352 3.387
H -3.379 -5.016 0.971
H -2.048 -3.604 -0.601
O -1.857 0.792 0.052
O -2.729 -0.055 -0.566
*
```

---

(3)
The following is a quantum chemistry calculation of C33H32Br2N5O5PSV as an isolated structure in a non-equilibrium geometry, from the Open Molecules 2025 dataset.

Its total energy is -238331.2182 eV. The calculation puts the gap between HOMO and LUMO (spin up / spin down) at 6.318 / 6.948 eV. The value obtained for the maximum force is 0.13275 Eh/bohr.

ORCA input file:
```
! wB97M-V def2-TZVPD RIJCOSX def2/J DEFGRID3
* xyz -1 3
V -0.519 0.008 0.343
C -3.789 -0.901 -1.768
O -4.111 -2.070 -1.038
C -3.991 -1.957 0.338
C -5.041 -2.413 1.113
C -5.003 -2.309 2.502
C -3.923 -1.722 3.118
C -2.840 -1.234 2.373
C -1.768 -0.529 2.979
N -0.791 0.034 2.313
N 0.083 0.781 2.969
C 0.873 1.416 2.120
O 0.731 1.210 0.858
C 1.897 2.287 2.699
C 2.453 3.360 2.000
C 3.464 4.113 2.565
C 3.938 3.811 3.833
C 3.357 2.777 4.554
C 2.341 2.029 4.001
C -2.847 -1.396 0.946
O -1.814 -0.995 0.299
H -4.051 -1.110 -2.806
H -2.725 -0.656 -1.692
H -4.370 -0.044 -1.407
H -5.901 -2.831 0.615
H -5.838 -2.665 3.087
H -3.911 -1.597 4.191
H -1.791 -0.372 4.057
H 2.075 3.605 1.020
H 3.884 4.946 2.017
H 4.740 4.392 4.267
H 3.714 2.550 5.550
H 1.870 1.226 4.545
C 0.007 -1.913 -2.605
C -0.225 -0.464 -2.851
C -0.019 0.080 -4.134
C -0.121 1.427 -4.339
C -0.487 2.263 -3.266
C -0.595 3.664 -3.316
Br -0.151 4.588 -4.928
C -0.998 4.397 -2.226
C -1.368 3.742 -1.063
Br -2.008 4.752 0.414
C -1.320 2.346 -0.904
O -1.751 1.741 0.119
C -0.770 1.622 -2.032
N -0.589 0.305 -1.847
H -0.137 -2.493 -3.515
H -0.617 -2.292 -1.795
H 1.043 -2.019 -2.280
H 0.250 -0.577 -4.946
H 0.072 1.862 -5.310
H -1.051 5.476 -2.270
C 2.642 2.646 -1.415
P 3.195 0.899 -1.315
C 4.735 0.915 -2.319
C 3.796 0.465 0.355
O 2.219 -0.040 -1.885
H 3.345 3.322 -0.938
H 1.658 2.717 -0.955
H 2.564 2.890 -2.475
H 5.457 1.646 -1.972
H 4.450 1.127 -3.348
H 5.168 -0.081 -2.278
H 4.580 1.138 0.687
H 4.162 -0.559 0.274
H 2.972 0.462 1.062
C -2.298 -4.922 -0.779
C -1.222 -4.618 0.214
C -0.803 -5.544 1.170
C 0.282 -5.172 1.951
N 0.881 -4.005 1.836
C 0.382 -3.155 0.929
S 1.164 -1.640 0.752
N -0.639 -3.437 0.111
H -2.834 -5.829 -0.510
H -1.840 -5.048 -1.759
H -2.990 -4.087 -0.844
H -1.287 -6.502 1.282
H 0.701 -5.842 2.697
*
```

---

(4)
The following is a quantum chemistry calculation of C23H22IN4O4Ru as an isolated structure in a non-equilibrium geometry, from the Open Molecules 2025 dataset.

Its total energy is -49040.9608 eV. The calculation puts the gap between HOMO and LUMO (spin up / spin down) at 6.703 / 6.294 eV. The value obtained for the maximum force is 0.05328 Eh/bohr. The relative energy (zero: lowest compared OMol25 entry of this formula, charge and spin) is 308.73 kJ/mol.

ORCA input file:
```
! wB97M-V def2-TZVPD RIJCOSX def2/J DEFGRID3
* xyz 0 2
Ru 0.208 0.998 -0.517
O 0.677 1.757 -2.467
C 0.095 2.664 -3.145
C 0.033 2.514 -4.558
C -0.563 3.450 -5.356
C -1.134 4.598 -4.799
C -1.108 4.774 -3.436
C -0.508 3.841 -2.575
C -0.539 4.103 -1.165
N -0.086 3.348 -0.236
C -0.136 3.739 1.146
C -0.520 2.548 2.044
N 0.307 1.430 1.676
C 0.608 0.478 2.497
C 1.579 -0.528 2.213
C 1.807 -1.555 3.139
C 2.785 -2.499 2.947
C 3.590 -2.438 1.805
C 3.409 -1.451 0.875
C 2.394 -0.464 1.020
O 2.253 0.422 0.121
H 0.479 1.620 -4.972
H -0.590 3.299 -6.425
H -1.599 5.334 -5.436
H -1.556 5.659 -3.003
H -1.016 5.055 -0.893
H -0.830 4.575 1.316
H 0.876 4.055 1.425
H -1.582 2.300 1.901
H -0.370 2.829 3.095
H 0.108 0.412 3.470
H 1.187 -1.593 4.024
H 2.952 -3.274 3.676
H 4.365 -3.175 1.657
H 4.039 -1.378 0.000
I -2.447 0.718 -0.878
O -3.065 -1.563 1.880
C -3.214 -2.815 1.255
N -2.426 -3.790 1.949
C -1.126 -4.132 1.770
O -0.603 -4.977 2.466
C -0.376 -3.475 0.659
C 0.439 -4.246 -0.166
C 1.124 -3.627 -1.197
C 0.975 -2.258 -1.364
N 0.227 -1.518 -0.557
C -0.415 -2.103 0.443
H -3.468 -0.880 1.325
H -2.897 -2.762 0.203
H -4.265 -3.135 1.296
H -2.832 -4.199 2.780
H 0.525 -5.308 0.014
H 1.754 -4.190 -1.869
H 1.464 -1.729 -2.173
H -0.985 -1.455 1.098
*
```

---

(5)
The following is a quantum chemistry calculation of a 2-piece molecular cluster, C3H7NO3 overall in a non-equilibrium geometry, from the Open Molecules 2025 dataset.

Its total energy is -10855.9040 eV. As for the SMILES: O=CCNC=O.O. The calculation puts the gap between HOMO and LUMO at 9.960 eV. The value obtained for the maximum force is 0.02878 Eh/bohr. The relative energy (zero: lowest compared OMol25 entry of this formula, charge and spin) is 237.72 kJ/mol.

ORCA input file:
```
! wB97M-V def2-TZVPD RIJCOSX def2/J DEFGRID3
* xyz 0 1
O 1.598 0.512 -2.641
C 0.596 -0.141 -2.513
C 0.151 -0.709 -1.168
N -0.418 0.325 -0.341
C -1.553 1.028 -0.747
O -1.723 1.408 -1.876
H -0.101 -0.158 -3.370
H -0.595 -1.487 -1.317
H 1.026 -1.097 -0.655
H 0.030 0.736 0.463
H -2.359 1.096 0.001
O 0.907 -0.390 4.377
H 1.746 -0.069 4.739
H 0.695 -1.054 5.049
*
```

---

(6)
The following is a quantum chemistry calculation of an isolated ion of composition C26H34N3O5S and charge -1 in a non-equilibrium geometry, from the Open Molecules 2025 dataset.

Its total energy is -53056.3784 eV. As for the SMILES: CCO/C(O[C@H](c1ccc(N(C)C)cc1)c1c([O-])n(C)c(=S)n(C)c1=O)=C1\CCCCCCC1=O. The calculation puts the gap between HOMO and LUMO at 5.678 eV. The value obtained for the maximum force is 0.07021 Eh/bohr. The relative energy (zero: lowest compared OMol25 entry of this formula, charge and spin) is 71.20 kJ/mol.

ORCA input file:
```
! wB97M-V def2-TZVPD RIJCOSX def2/J DEFGRID3
* xyz -1 1
C -2.912 1.682 4.032
C -2.120 0.679 3.247
O -0.824 1.373 2.979
C 0.002 0.806 2.158
O -0.392 -0.318 1.622
C 0.073 -0.438 0.247
C -1.177 -0.261 -0.601
C -2.238 -1.134 -0.379
C -3.349 -1.102 -1.210
C -3.389 -0.214 -2.316
N -4.348 -0.352 -3.280
C -5.454 -1.273 -3.124
C -4.232 0.236 -4.600
C -2.376 0.774 -2.418
C -1.276 0.736 -1.576
C 0.608 -1.786 0.106
C 0.970 -2.310 -1.194
O 1.038 -1.664 -2.240
N 1.274 -3.703 -1.127
C 1.182 -4.418 -2.392
C 2.318 -4.034 -0.272
S 3.409 -5.271 -0.547
N 2.349 -3.208 0.829
C 3.284 -3.501 1.907
C 1.091 -2.623 1.190
O 0.546 -2.845 2.260
C 1.150 1.450 1.603
C 1.219 2.893 2.004
C 1.095 3.956 0.900
C 2.066 3.765 -0.258
C 3.529 3.599 0.195
C 4.011 2.142 0.241
C 3.722 1.374 1.528
C 2.376 0.648 1.630
O 2.354 -0.577 1.803
H -3.827 1.217 4.403
H -2.352 2.070 4.887
H -3.198 2.523 3.394
H -1.896 -0.228 3.818
H -2.601 0.451 2.291
H 0.836 0.284 -0.089
H -2.185 -1.879 0.418
H -4.155 -1.810 -1.036
H -5.737 -1.368 -2.071
H -6.308 -0.878 -3.686
H -5.205 -2.273 -3.515
H -3.264 0.725 -4.732
H -4.340 -0.541 -5.370
H -5.033 0.971 -4.755
H -2.448 1.559 -3.171
H -0.464 1.456 -1.689
H 0.197 -4.218 -2.825
H 1.967 -4.105 -3.089
H 1.295 -5.478 -2.167
H 4.237 -3.745 1.435
H 3.372 -2.600 2.516
H 2.954 -4.358 2.504
H 0.409 3.065 2.723
H 2.153 3.056 2.556
H 1.280 4.933 1.372
H 0.063 3.973 0.523
H 2.008 4.662 -0.893
H 1.752 2.914 -0.882
H 3.687 4.084 1.171
H 4.172 4.123 -0.528
H 5.105 2.158 0.122
H 3.616 1.576 -0.614
H 3.851 2.009 2.417
H 4.484 0.587 1.610
*
```

---

(7)
The following is a quantum chemistry calculation of an isolated ion of composition CH2BrN2 and charge +1 in a non-equilibrium geometry, from the Open Molecules 2025 dataset.

Its total energy is -74076.6809 eV. The calculation puts the gap between HOMO and LUMO (spin up / spin down) at 7.740 / 7.250 eV. The value obtained for the maximum force is 0.13730 Eh/bohr. The relative energy (zero: lowest compared OMol25 entry of this formula, charge and spin) is 254.82 kJ/mol.

ORCA input file:
```
! wB97M-V def2-TZVPD RIJCOSX def2/J DEFGRID3
* xyz 1 3
C 1.052 -0.205 0.201
N 0.804 0.406 -0.912
N 0.178 0.747 0.314
Br 2.283 1.381 -1.810
H 1.425 -1.174 0.727
H 0.082 1.800 0.858
*
```

---

(8)
The following is a quantum chemistry calculation of a 2-piece molecular cluster, CH2F2N2 overall in a non-equilibrium geometry, from the Open Molecules 2025 dataset.

Its total energy is -9479.2903 eV. The calculation puts the gap between HOMO and LUMO at 11.931 eV. The value obtained for the maximum force is 0.04482 Eh/bohr. The relative energy (zero: lowest compared OMol25 entry of this formula, charge and spin) is 417.41 kJ/mol.

ORCA input file:
```
! wB97M-V def2-TZVPD RIJCOSX def2/J DEFGRID3
* xyz 0 1
C -0.806 -0.314 1.463
N -1.781 -0.472 0.865
N 1.494 0.707 -0.661
F 0.481 0.614 -1.664
F 2.152 -0.520 -0.653
H 1.032 0.646 0.327
H -2.570 -0.661 0.324
*
```